(1)
Density functional theory data (ωB97M-V with the def2-TZVPD basis set) for C3H3FN2S in the gas phase at a distorted geometry.

Properties
ΔE to the lowest compared entry with this formula, charge and spin in kJ/mol: 21.4
Highest occupied orbital energy in Eh: -0.2851
LUMO in Ha: 0.026
F_max in eV Å⁻¹: 2.827
Frontier orbital gap in eV: 8.46
SMILES: Fc1c[nH]c(=S)[nH]1

Element x y z (Å)
C 1.52 -0.12 -0.03
C 1.17 1.23 -0.06
C -0.76 0.02 0.07
H 1.79 2.13 -0.07
H -0.74 2.15 0.03
H 0.22 -1.83 0.17
N -0.20 1.28 0.09
N 0.33 -0.84 0.17
F 2.67 -0.77 -0.08
S -2.36 -0.34 -0.07

Atomic partial charges in e from the natural (NBO) method, atoms 1 to 6: number 1, C, carries 0.51; number 2, C, carries -0.18; number 3, C, carries 0.22; number 4, H, carries 0.24; number 5, H, carries 0.44; number 6, H, carries 0.44

(2)
Density functional theory data (ωB97M-V with the def2-TZVPD basis set) for C4H8O3 in the gas phase.

Properties
ΔE to the lowest compared entry with this formula, charge and spin in kJ/mol: 199.7
Highest occupied orbital energy in Eh: -0.3035
LUMO in Ha: 0.027
F_max in eV Å⁻¹: 0.387
Frontier orbital gap in eV: 9.01
SMILES: CO/C(O)=C/CO

Element x y z (Å)
C -2.71 -0.18 -0.18
O -1.63 0.13 0.70
C -0.38 -0.01 0.22
O -0.27 -0.80 -0.87
C 0.67 0.58 0.80
C 2.00 0.52 0.13
O 2.49 -0.83 0.09
H -2.81 -1.26 -0.33
H -3.60 0.21 0.31
H -2.59 0.31 -1.15
H 0.54 1.11 1.73
H 0.64 -1.15 -0.87
H 1.91 0.88 -0.91
H 2.72 1.18 0.64
H 3.36 -0.81 -0.33

Atomic partial charges in e from the natural (NBO) method, atoms 1 to 6: number 1, C, carries -0.25; number 2, O, carries -0.50; number 3, C, carries 0.64; number 4, O, carries -0.70; number 5, C, carries -0.45; number 6, C, carries -0.10

(3)
Density functional theory data (ωB97M-V with the def2-TZVPD basis set) for a molecular structure, C5H7AgO3 at a distorted geometry.

Properties
ΔE to the lowest compared entry with this formula, charge and spin in kJ/mol: 431.0
<S²>: 0.75
Charge: +1
Highest occupied orbital energy (spin up / spin down) in Eh: -0.4261 / -0.4744
LUMO (spin up / spin down) in Ha: -0.235 / -0.235
F_max in eV Å⁻¹: 6.125
Frontier orbital gap (spin up / spin down) in eV: 5.21 / 6.52
2S+1: 2

Element x y z (Å)
O 0.70 0.54 -0.58
C -0.31 -0.13 -0.08
O -0.59 0.01 1.18
Ag -1.44 1.50 2.94
O -0.47 -1.27 -0.58
C 0.69 1.98 -0.55
H -0.35 2.35 -0.60
H 1.17 2.28 0.40
C 1.47 2.48 -1.71
H 2.29 1.89 -2.10
H 1.19 3.43 -2.15
C -1.00 -2.71 0.71
C -0.65 -3.98 0.72
H -2.09 -2.56 0.70
H -0.82 -1.36 1.50
H 0.21 -4.45 0.22

Atomic partial charges in e from the natural (NBO) method, atoms 1 to 6: number 1, O, carries -0.47; number 2, C, carries 0.99; number 3, O, carries -0.87; number 4, Ag, carries 0.98; number 5, O, carries -0.56; number 6, C, carries -0.16

(4)
Density functional theory data (ωB97M-V with the def2-TZVPD basis set) for a molecular structure, C29H23BrClILaN4O4Se2 at a distorted geometry.

Properties
ΔE to the lowest compared entry with this formula, charge and spin in kJ/mol: 117.5
Charge: -1
Highest occupied orbital energy in Eh: -0.1770
LUMO in Ha: 0.068
F_max in eV Å⁻¹: 3.050
Frontier orbital gap in eV: 6.66

Element x y z (Å)
La -0.84 0.98 1.13
O 0.17 3.13 2.46
C -0.55 4.21 2.96
C -1.84 3.73 3.62
C -2.23 5.05 4.42
O -3.45 5.03 5.07
C -3.07 3.37 2.65
Se -2.86 3.08 0.73
C -1.63 2.58 4.58
Se -1.84 0.72 3.88
H 0.76 3.47 1.77
H -0.84 4.89 2.16
H -0.01 4.74 3.72
H -2.13 5.90 3.74
H -1.39 5.09 5.19
H -4.16 4.50 4.74
H -3.71 4.28 2.73
H -3.67 2.57 3.07
H -2.32 2.54 5.45
H -0.59 2.67 5.14
Br 3.67 -5.28 3.04
C 2.81 -5.52 1.39
C 1.36 -5.46 1.41
C 0.71 -5.47 0.20
C 1.45 -5.71 -1.00
C 2.80 -5.79 -0.97
C 3.53 -5.75 0.22
N 0.81 -5.91 -2.36
N -0.02 -5.12 -2.86
C -0.43 -3.88 -2.30
C -1.77 -3.65 -2.25
C -2.32 -2.47 -1.57
C -1.50 -1.72 -0.72
O -1.99 -0.86 0.06
C -0.07 -1.84 -0.93
N 0.75 -0.94 -0.31
C 2.04 -0.97 -0.53
C 2.68 -2.03 -1.20
C 1.88 -2.93 -1.81
C 0.47 -2.90 -1.68
H 0.85 -5.34 2.33
H -0.36 -5.38 0.11
H 3.34 -6.01 -1.86
H 4.61 -5.84 0.16
H -2.39 -4.40 -2.79
H -3.38 -2.23 -1.48
H 2.63 -0.24 -0.01
H 3.76 -1.99 -1.39
H 2.22 -3.53 -2.64
Cl 1.82 3.17 -5.58
C 1.62 2.74 -3.92
C 2.65 2.95 -3.06
C 2.55 2.66 -1.69
I 4.12 2.89 -0.40
C 1.28 2.35 -1.13
O 1.08 2.11 0.11
C 0.21 2.17 -2.06
N -0.88 1.61 -1.50
C -1.84 1.22 -2.26
C -1.87 1.45 -3.65
C -0.75 1.90 -4.25
C 0.36 2.28 -3.46
H 3.59 3.36 -3.44
H -2.59 0.63 -1.74
H -2.71 1.02 -4.18
H -0.58 2.13 -5.27

Atomic partial charges in e from the natural (NBO) method, atoms 1 to 6: number 1, La, carries 1.92; number 2, O, carries -0.74; number 3, C, carries -0.07; number 4, C, carries -0.13; number 5, C, carries -0.04; number 6, O, carries -0.74

(5)
Density functional theory data (ωB97M-V with the def2-TZVPD basis set) for 9 unconnected molecules or ions with the total composition C33H39Br8F4NO2 at a distorted geometry.

Properties
Highest occupied orbital energy in Eh: -0.3373
LUMO in Ha: -0.002
F_max in eV Å⁻¹: 3.170
Frontier orbital gap in eV: 9.12
SMILES: C[N+](=O)[O-].Fc1ccccc1.Fc1ccccc1.Fc1ccccc1.Fc1ccccc1.BrCCBr.BrCCBr.BrCCBr.BrCCBr

Element x y z (Å)
C 0.30 -0.35 0.38
N 0.88 -1.18 -0.66
O 0.20 -2.09 -1.15
O 2.05 -0.93 -1.01
H 1.15 0.04 0.93
H -0.34 -1.03 0.96
H -0.24 0.46 -0.11
Br -4.14 -1.79 2.86
C -2.32 -2.42 2.86
C -2.12 -3.55 3.97
Br -0.48 -4.57 3.84
H -1.71 -1.52 2.90
H -2.08 -2.81 1.87
H -2.96 -4.24 3.89
H -2.24 -3.05 4.93
Br 2.06 -6.88 -1.94
C 3.42 -5.46 -2.46
C 3.29 -4.24 -1.61
Br 4.93 -3.16 -1.81
H 3.17 -5.10 -3.46
H 4.44 -5.86 -2.45
H 3.15 -4.57 -0.58
H 2.55 -3.45 -1.75
Br -2.17 -1.71 -5.92
C -0.40 -1.28 -4.98
C 0.65 -2.26 -5.40
Br 2.33 -1.68 -4.46
H -0.57 -1.41 -3.92
H -0.02 -0.29 -5.23
H 0.83 -2.34 -6.47
H 0.48 -3.28 -5.07
Br 4.98 1.19 0.88
C 4.46 1.74 2.68
C 2.90 1.71 2.80
Br 2.43 2.19 4.66
H 4.81 2.77 2.69
H 5.01 1.05 3.32
H 2.55 0.71 2.56
H 2.35 2.44 2.21
F 0.62 2.35 -4.04
C 1.94 2.12 -4.14
C 2.60 2.19 -5.40
C 3.92 1.97 -5.46
C 4.65 1.64 -4.29
C 3.98 1.52 -3.07
C 2.61 1.75 -3.03
H 2.05 2.37 -6.31
H 4.48 1.99 -6.38
H 5.73 1.51 -4.27
H 4.53 1.14 -2.22
H 2.02 1.53 -2.15
F -0.08 -0.20 3.63
C -0.84 0.22 4.73
C -0.47 -0.25 5.98
C -1.20 0.07 7.15
C -2.27 0.96 6.99
C -2.63 1.46 5.73
C -1.90 1.11 4.58
H 0.39 -0.90 5.98
H -0.90 -0.40 8.07
H -2.89 1.32 7.80
H -3.43 2.18 5.62
H -2.14 1.50 3.60
F -2.74 0.27 -1.17
C -3.98 -0.25 -1.15
C -4.18 -1.47 -1.85
C -5.39 -2.09 -1.68
C -6.47 -1.40 -1.02
C -6.29 -0.15 -0.45
C -5.01 0.40 -0.44
H -3.46 -1.98 -2.48
H -5.64 -3.07 -2.07
H -7.40 -1.94 -1.00
H -7.11 0.38 0.02
H -4.87 1.33 0.08
F 2.31 4.71 1.20
C 1.09 4.45 0.74
C -0.09 4.86 1.48
C -1.38 4.46 0.94
C -1.43 3.68 -0.19
C -0.26 3.26 -0.89
C 1.00 3.72 -0.48
H -0.03 5.47 2.37
H -2.27 4.69 1.50
H -2.43 3.57 -0.59
H -0.32 2.69 -1.80
H 1.93 3.45 -0.96

Atomic partial charges in e from the Löwdin method, atoms 1 to 6: number 1, C, carries 0.06; number 2, N, carries -0.41; number 3, O, carries 0.05; number 4, O, carries 0.00; number 5, H, carries 0.08; number 6, H, carries 0.09

(6)
Density functional theory data (ωB97M-V with the def2-TZVPD basis set) for a molecular structure, C38H32N11O6STi at a distorted geometry.

Properties
ΔE to the lowest compared entry with this formula, charge and spin in kJ/mol: 939.6
<S²>: 2.00
Charge: -1
Highest occupied orbital energy (spin up / spin down) in Eh: -0.0629 / -0.1659
LUMO (spin up / spin down) in Ha: 0.076 / 0.076
F_max in eV Å⁻¹: 9.123
Frontier orbital gap (spin up / spin down) in eV: 3.79 / 6.59
2S+1: 3

Element x y z (Å)
Ti 14.02 13.24 11.02
O 15.88 12.91 10.69
C 17.08 13.14 11.10
C 18.10 13.49 10.33
C 19.40 13.95 10.78
C 19.49 14.15 12.16
C 18.55 13.85 13.00
C 17.32 13.25 12.51
C 16.16 12.98 13.37
N 14.88 12.96 13.01
C 14.15 12.47 14.08
C 15.04 12.08 15.01
N 16.30 12.39 14.51
H 17.99 13.43 9.39
H 20.12 14.24 9.89
H 20.60 14.49 12.31
H 18.55 14.00 14.04
H 13.12 12.30 14.03
H 14.95 11.55 15.86
H 17.02 12.11 15.07
C 12.82 8.57 7.91
N 13.44 9.41 8.94
C 12.98 10.60 9.31
N 13.84 11.21 10.00
C 15.03 10.45 9.82
N 14.84 9.33 9.10
C 11.40 8.32 8.35
C 10.88 7.79 9.48
C 9.45 7.85 9.83
C 8.52 8.54 9.13
C 9.14 8.87 7.92
C 10.45 8.83 7.43
C 8.48 9.95 7.17
N 7.58 9.92 6.27
N 7.33 11.29 5.79
C 8.05 12.07 6.62
O 8.83 11.35 7.54
C 8.03 13.55 7.00
C 6.90 14.32 6.76
C 6.96 15.68 7.26
C 8.19 16.30 7.32
C 9.45 15.69 7.36
C 10.82 16.31 7.26
N 11.88 15.59 7.95
C 11.91 14.78 8.97
N 13.26 14.35 9.08
C 13.88 15.04 8.10
N 13.12 15.77 7.42
C 9.36 14.19 7.08
H 13.25 7.60 7.85
H 12.80 9.04 6.88
H 11.84 10.94 9.47
H 16.02 10.92 10.20
H 11.42 7.12 10.07
H 9.22 7.34 10.78
H 7.48 8.39 9.34
H 10.71 9.05 6.44
H 5.79 13.97 6.66
H 5.95 16.29 7.47
H 8.24 17.27 7.63
H 11.00 17.17 7.66
H 11.00 16.43 6.16
H 10.93 14.41 9.36
H 15.00 14.67 7.76
H 10.23 13.71 7.08
C 10.19 20.15 9.97
C 11.25 19.38 10.70
C 11.14 19.06 12.10
C 12.06 18.13 12.63
C 13.01 17.47 11.91
C 13.12 17.80 10.55
C 12.32 18.80 9.98
S 13.75 15.98 12.62
O 14.23 15.27 11.46
O 14.80 16.35 13.50
N 12.59 15.21 13.43
C 11.30 15.07 12.66
C 11.07 13.87 11.71
O 9.96 13.83 11.26
O 12.01 13.04 11.34
H 10.52 20.86 9.18
H 9.59 20.70 10.70
H 9.47 19.42 9.58
H 10.39 19.56 12.69
H 12.21 18.08 13.71
H 14.01 17.35 9.88
H 12.66 19.00 8.96
H 11.21 15.86 11.99
H 10.43 15.12 13.33

Atomic partial charges in e from the Löwdin method, atoms 1 to 6: number 1, Ti, carries 0.78; number 2, O, carries -0.24; number 3, C, carries -0.39; number 4, C, carries -0.03; number 5, C, carries -0.06; number 6, C, carries -0.19

What did the sixth record say?
Density functional theory data (ωB97M-V with the def2-TZVPD basis set) for a molecular structure, C38H32N11O6STi at a distorted geometry.

Properties
ΔE to the lowest compared entry with this formula, charge and spin in kJ/mol: 939.6
<S²>: 2.00
Charge: -1
Highest occupied orbital energy (spin up / spin down) in Eh: -0.0629 / -0.1659
LUMO (spin up / spin down) in Ha: 0.076 / 0.076
F_max in eV Å⁻¹: 9.123
Frontier orbital gap (spin up / spin down) in eV: 3.79 / 6.59
2S+1: 3

Element x y z (Å)
Ti 14.02 13.24 11.02
O 15.88 12.91 10.69
C 17.08 13.14 11.10
C 18.10 13.49 10.33
C 19.40 13.95 10.78
C 19.49 14.15 12.16
C 18.55 13.85 13.00
C 17.32 13.25 12.51
C 16.16 12.98 13.37
N 14.88 12.96 13.01
C 14.15 12.47 14.08
C 15.04 12.08 15.01
N 16.30 12.39 14.51
H 17.99 13.43 9.39
H 20.12 14.24 9.89
H 20.60 14.49 12.31
H 18.55 14.00 14.04
H 13.12 12.30 14.03
H 14.95 11.55 15.86
H 17.02 12.11 15.07
C 12.82 8.57 7.91
N 13.44 9.41 8.94
C 12.98 10.60 9.31
N 13.84 11.21 10.00
C 15.03 10.45 9.82
N 14.84 9.33 9.10
C 11.40 8.32 8.35
C 10.88 7.79 9.48
C 9.45 7.85 9.83
C 8.52 8.54 9.13
C 9.14 8.87 7.92
C 10.45 8.83 7.43
C 8.48 9.95 7.17
N 7.58 9.92 6.27
N 7.33 11.29 5.79
C 8.05 12.07 6.62
O 8.83 11.35 7.54
C 8.03 13.55 7.00
C 6.90 14.32 6.76
C 6.96 15.68 7.26
C 8.19 16.30 7.32
C 9.45 15.69 7.36
C 10.82 16.31 7.26
N 11.88 15.59 7.95
C 11.91 14.78 8.97
N 13.26 14.35 9.08
C 13.88 15.04 8.10
N 13.12 15.77 7.42
C 9.36 14.19 7.08
H 13.25 7.60 7.85
H 12.80 9.04 6.88
H 11.84 10.94 9.47
H 16.02 10.92 10.20
H 11.42 7.12 10.07
H 9.22 7.34 10.78
H 7.48 8.39 9.34
H 10.71 9.05 6.44
H 5.79 13.97 6.66
H 5.95 16.29 7.47
H 8.24 17.27 7.63
H 11.00 17.17 7.66
H 11.00 16.43 6.16
H 10.93 14.41 9.36
H 15.00 14.67 7.76
H 10.23 13.71 7.08
C 10.19 20.15 9.97
C 11.25 19.38 10.70
C 11.14 19.06 12.10
C 12.06 18.13 12.63
C 13.01 17.47 11.91
C 13.12 17.80 10.55
C 12.32 18.80 9.98
S 13.75 15.98 12.62
O 14.23 15.27 11.46
O 14.80 16.35 13.50
N 12.59 15.21 13.43
C 11.30 15.07 12.66
C 11.07 13.87 11.71
O 9.96 13.83 11.26
O 12.01 13.04 11.34
H 10.52 20.86 9.18
H 9.59 20.70 10.70
H 9.47 19.42 9.58
H 10.39 19.56 12.69
H 12.21 18.08 13.71
H 14.01 17.35 9.88
H 12.66 19.00 8.96
H 11.21 15.86 11.99
H 10.43 15.12 13.33

Atomic partial charges in e from the Löwdin method, atoms 1 to 6: number 1, Ti, carries 0.78; number 2, O, carries -0.24; number 3, C, carries -0.39; number 4, C, carries -0.03; number 5, C, carries -0.06; number 6, C, carries -0.19